[1]
{"formula": "CH2FPS", "method": "the ωB97M-V functional and the def2-TZVPD basis", "species": ["C", "F", "P", "S", "H", "H"], "positions_angstrom": [[-0.38619, -0.02664, 0.74163], [-0.68823, 1.60378, -1.13752], [0.56900, 0.93285, -0.34283], [0.24042, -1.06041, 1.88108], [-1.46784, 0.07352, 0.67972], [1.73284, -1.52309, -1.82208]], "de_lowest_ev": 3.569, "spin_multiplicity": 1, "charge": 0}

***

[2]
{"formula": "CH2I2", "method": "the ωB97M-V functional and the def2-TZVPD basis", "species": ["C", "I", "I", "H", "H"], "positions_angstrom": [[-0.07434, 0.02825, 0.17171], [0.62802, -1.95830, -0.03446], [1.22863, 1.58249, -0.09732], [-0.66094, 0.03524, 1.07081], [-1.12136, 0.31231, -1.11075]], "de_lowest_ev": 2.338, "spin_multiplicity": 1, "charge": 0}

***

[3]
{"formula": "CH2I2N2O2S", "method": "the ωB97M-V functional and the def2-TZVPD basis", "species": ["C", "N", "N", "O", "O", "S", "I", "I", "H", "H"], "positions_angstrom": [[-0.99277, 0.40148, 0.06065], [-2.09669, 1.08861, -0.05202], [-1.10096, -0.93846, -0.32315], [0.16669, 0.76082, 0.51088], [2.74196, 1.06693, 1.83345], [2.35183, 0.04909, 0.93336], [0.42634, -2.29780, -0.41217], [3.27879, 0.49286, -1.20710], [-2.86201, 0.59155, -0.48692], [-1.91319, -1.21508, -0.85697]], "de_lowest_ev": 2.505, "spin_multiplicity": 1, "charge": 0}